# 1
DFT (the ωB97M-V functional and the def2-TZVPD basis) results for a 2-piece molecular cluster, C6H15N3 overall.

Geometry as XYZ:
```
24
Properties=species:S:1:pos:R:3:forces:R:3
C 0.799512 1.858587 -1.044174 -0.1 0.0 -0.1
C 0.806847 1.335397 -2.474832 -0.1 0.2 0.3
N 2.067021 1.547416 -0.405739 0.2 0.0 0.1
H 2.089313 1.932267 0.532970 0.1 -0.1 -0.1
H 2.165753 0.537784 -0.320967 0.0 0.2 0.1
H 0.689061 2.947463 -1.053030 -0.1 -0.1 0.0
H -0.069459 1.438620 -0.504753 0.1 0.1 -0.1
H -0.123849 1.585944 -2.978337 -0.1 0.0 -0.1
H 1.636019 1.776372 -3.020533 0.1 0.0 -0.1
H 0.932255 0.255412 -2.476520 0.0 -0.2 -0.1
C -0.455939 -1.850055 -0.679530 0.0 0.0 0.0
C -1.121911 -0.802117 1.550716 -0.3 0.3 0.3
C -0.048132 -1.222139 0.615954 0.0 -0.1 -0.2
N -0.721645 -0.695283 2.879241 0.1 0.0 0.2
C -2.339940 -0.439034 1.137419 0.2 -0.1 0.0
N 1.188729 -1.090926 0.850704 0.5 -0.2 0.0
H -0.061284 -1.394272 3.188193 -0.1 0.0 0.0
H -1.475625 -0.548593 3.532959 0.1 0.0 0.0
H 1.409190 -0.645715 1.740314 -0.3 0.1 0.1
H -1.170758 -2.651200 -0.504643 -0.1 0.0 0.0
H -0.924451 -1.109923 -1.324599 -0.1 0.0 -0.1
H 0.426326 -2.242937 -1.176712 0.0 0.0 0.0
H -3.086110 -0.098850 1.835907 -0.1 0.0 0.2
H -2.610928 -0.424219 0.099994 0.0 -0.1 -0.2
```
Forces are in eV/Å.

Calculated values
E (hartree): -401.85120
Gap between HOMO and LUMO (eV): 9.5
SMILES: [H]/N=C(/C)C(=C)N.CCN
ΔE to the lowest compared entry with this formula, charge and spin (kcal/mol): 22.64
Spin multiplicity: 1
Total charge: 0

***

# 2
DFT (the ωB97M-V functional and the def2-TZVPD basis) results for a 17-piece molecular cluster, C3H40O17S overall in a non-equilibrium geometry.

Geometry as XYZ:
```
61
Properties=species:S:1:pos:R:3:forces:R:3
C 1.118308 1.728518 -1.855036 -0.2 2.1 1.0
O 0.395257 1.695338 -0.671733 -3.4 -2.6 2.0
C 1.747172 0.422821 -2.128283 0.1 -0.7 -1.0
C 2.145149 0.424290 -3.570691 0.4 -0.5 -1.8
S 2.864628 -1.240863 -4.022580 1.4 1.5 -1.3
H 0.453895 2.078372 -2.691357 0.9 -0.2 0.6
H 1.801518 2.527703 -1.439858 0.3 -0.6 -2.0
H -1.477759 1.227661 2.856689 -0.6 0.5 0.2
H 2.621643 0.279674 -1.525467 0.7 0.0 0.4
H 1.146915 -0.504144 -1.921405 -0.3 1.3 -0.3
H 2.919111 1.159851 -3.848919 0.7 -0.6 0.8
H 1.436029 0.879177 -4.319023 -0.5 -1.4 0.9
H 2.150199 -2.228157 -3.537999 -1.2 0.1 0.7
H -5.031851 1.656978 0.664870 -1.3 0.6 -0.9
H -3.646815 1.739071 1.146592 0.5 0.4 0.4
O -4.425623 1.182172 1.194108 1.0 -0.5 0.6
H 1.644380 -0.830282 4.003096 -1.0 -2.5 -2.6
H 1.520985 0.501474 4.467420 -0.3 1.4 0.2
O 1.976067 -0.303799 4.657916 1.7 0.7 2.7
H -1.545170 -4.255915 -1.949127 0.7 0.2 0.0
H -0.064034 -3.840933 -1.620819 -1.6 -0.6 -1.8
O -0.674268 -4.167332 -2.364878 1.3 0.6 0.9
H 0.866319 2.979335 4.130175 0.5 -4.2 -1.1
H 0.121970 1.883620 3.331816 -1.6 -0.1 -0.6
O 0.939413 1.936725 3.793070 1.0 5.2 1.8
H -1.384496 -0.071487 -2.662725 0.2 -0.5 -0.3
H -1.612241 -1.586621 -2.896478 2.6 -4.3 -2.0
O -1.957234 -0.842093 -2.566170 -2.7 4.8 2.3
H 2.124716 1.224592 1.984610 1.5 2.9 1.9
H 0.878007 0.732417 1.360538 1.5 -0.8 0.0
O 1.818653 0.470252 1.588762 -2.9 -2.3 -2.0
H -2.518715 -4.383287 0.119564 -1.1 -0.8 0.2
H -1.295192 -3.810597 0.677499 1.5 0.1 1.7
O -1.845596 -3.754115 -0.068889 -0.9 0.8 -1.1
H -0.143638 0.829318 -0.641966 1.0 1.9 0.0
H -2.014574 2.190907 3.922912 -1.2 0.0 3.5
O -1.735719 2.164729 3.063051 1.6 -0.9 -3.9
H -3.300904 -1.817119 0.395028 0.3 -0.2 -1.1
H -3.726008 -0.362636 1.013454 0.0 -2.1 -0.1
O -3.450199 -1.334040 1.192404 -0.4 2.2 1.1
H 1.189200 4.603316 0.691160 1.0 0.2 -0.7
H 0.379231 3.566807 1.485538 0.0 1.5 -0.7
O 0.383030 4.514519 1.165526 -0.9 -1.8 1.5
H 0.604278 -3.545446 3.056013 -0.4 0.1 -1.5
H 1.053538 -2.618713 2.021339 4.1 4.0 -0.9
O 0.478168 -3.284840 2.102581 -3.6 -4.2 2.3
H -1.937585 -0.752849 1.814989 -0.4 -0.4 -0.3
H -0.490685 -1.154956 2.120890 0.0 -0.2 0.1
O -1.046424 -0.387868 1.969327 0.4 0.7 0.2
H -2.194149 3.957376 -0.091434 0.6 -0.6 -1.1
H -1.513804 4.645587 1.104780 -1.0 -0.3 -0.8
O -2.387391 4.453362 0.679293 0.2 0.9 1.7
H 2.872395 -1.065395 1.480442 -0.2 2.8 0.7
H 3.771341 -2.221885 1.171881 -0.1 -0.2 0.0
O 2.849168 -1.956211 1.246051 0.7 -2.4 0.0
H 1.872114 -1.544175 -0.595256 0.4 0.2 0.7
H 1.355139 -2.918501 -0.087300 0.4 0.5 0.0
O 1.530647 -2.383376 -0.872016 -1.2 -1.3 -1.1
H -2.512253 1.827231 -3.092576 -0.1 0.1 0.8
H -1.809513 1.983014 -4.347245 0.9 0.6 1.6
O -1.655618 2.176529 -3.366775 -1.0 -0.8 -2.4
```
Forces are in eV/Å.

Calculated values
E (hartree): -1815.45649
Gap between HOMO and LUMO (eV): 8.8
ΔE to the lowest compared entry with this formula, charge and spin (kcal/mol): 108.38
Spin multiplicity: 1
Total charge: 0

***

# 3
DFT (the ωB97M-V functional and the def2-TZVPD basis) results for a 8-piece molecular cluster, C28H42ClO25 overall in a non-equilibrium geometry.

Geometry as XYZ:
```
96
Properties=species:S:1:pos:R:3:forces:R:3
Cl -0.225279 -0.351914 -1.312232 -1.8 -0.1 -5.2
O 0.930213 -0.523077 -2.196367 -0.4 0.5 1.1
O -0.881873 0.930487 -1.592836 0.5 -0.4 -0.1
O -1.144595 -1.435805 -1.561848 -0.3 0.0 -0.4
O 0.091458 -0.391275 0.022264 2.2 0.1 4.9
C 0.845865 0.345214 5.192541 0.5 -0.9 0.3
C -0.457207 0.743260 4.577604 0.4 1.2 -0.1
C -1.082154 -0.122257 3.513668 1.3 -0.4 -1.3
O -2.388920 -0.372385 3.912274 -1.1 0.1 0.1
C -2.604151 0.123581 5.130758 -1.2 -1.1 2.7
O -3.624499 -0.104188 5.777859 3.0 1.3 -1.6
O -1.416849 0.706760 5.590646 -3.1 -0.4 0.9
H 0.805323 -0.650639 5.633829 -0.2 -0.3 -0.2
H 1.053827 0.969733 6.061353 0.2 0.4 -0.3
H 1.665457 0.342255 4.473967 -0.1 0.3 0.2
H -0.362246 1.783169 4.265082 -0.1 0.1 -0.3
H -0.541716 -1.067834 3.470157 0.0 -0.2 -0.3
H -1.129150 0.329200 2.522666 0.4 -0.1 0.1
C 2.577066 -5.207521 -2.353529 -1.2 1.0 -0.7
C 3.716441 -4.223323 -2.086548 -1.1 -2.2 -0.9
C 3.352763 -2.922997 -1.438405 -1.0 -0.3 0.5
O 4.166281 -2.945973 -0.265596 1.1 0.3 0.7
C 4.847721 -4.120815 -0.151584 2.1 -0.7 2.4
O 5.670854 -4.419807 0.736452 -2.8 1.4 -2.6
O 4.477837 -4.943581 -1.125026 1.4 0.4 0.5
H 1.664452 -4.657697 -2.583560 0.0 0.2 -0.6
H 2.222566 -5.733750 -1.467231 0.7 -0.2 0.1
H 2.793492 -5.875909 -3.186899 0.0 -0.1 0.3
H 4.321874 -4.089942 -2.983071 0.1 0.1 0.0
H 2.316252 -2.909633 -1.101409 -0.1 0.0 -0.1
H 3.456360 -2.060555 -2.096865 0.6 0.1 0.4
C -3.094383 0.588742 -4.913382 0.9 -0.7 -0.6
C -4.125923 0.087377 -3.938205 0.9 0.5 -0.2
C -3.962802 0.657295 -2.528813 0.2 -0.2 -0.7
O -5.273366 1.149807 -2.267275 0.4 -0.2 1.6
C -6.083968 0.981845 -3.303542 -1.6 1.5 0.4
O -7.250668 1.298972 -3.245096 1.2 -0.8 -0.7
O -5.379792 0.588476 -4.361873 -1.2 -0.4 -0.6
H -3.429643 0.440544 -5.939902 -0.1 -0.2 0.0
H -2.179462 0.010858 -4.782767 0.1 -0.1 0.0
H -2.764225 1.625426 -4.847202 -0.5 0.2 0.5
H -4.183209 -1.000619 -3.905458 0.1 0.0 -0.2
H -3.241284 1.473830 -2.556692 -0.1 -0.1 0.3
H -3.651491 -0.110150 -1.820158 -0.1 0.2 0.2
C -0.191571 4.032582 -3.206295 -1.2 0.2 0.7
C 1.084080 3.937561 -2.350134 -2.1 0.2 -2.4
C 2.006143 2.865880 -2.878236 -0.2 -0.2 2.3
O 3.254976 3.520096 -2.789554 1.7 -0.3 -0.8
C 3.100547 4.839909 -2.761209 2.8 2.7 0.8
O 4.001532 5.702848 -2.758098 -2.5 -2.9 -0.4
O 1.820914 5.120399 -2.619864 -0.6 1.3 0.3
H -0.092854 3.924777 -4.286448 0.7 0.0 0.1
H -0.722449 4.972288 -3.053895 0.4 0.4 0.1
H -0.974305 3.332195 -2.914935 0.4 -0.6 0.2
H 0.858821 3.837271 -1.288399 0.2 0.2 -0.1
H 1.792367 2.473258 -3.872338 0.1 0.0 0.2
H 1.983998 2.163143 -2.045301 0.3 -1.0 -0.9
C -3.635162 3.450103 -0.498955 0.7 -1.0 0.7
C -3.244541 2.578222 0.762278 -1.5 0.4 -1.7
C -1.873448 2.762387 1.272260 3.2 -0.4 -2.7
O -1.948695 3.062696 2.610433 0.6 0.2 1.3
C -3.225398 3.184895 2.918717 -2.3 0.6 3.1
O -3.693755 3.435227 4.013064 1.3 -0.2 -1.3
O -3.999906 2.964544 1.876131 -1.4 0.5 0.1
H -2.998568 3.095748 -1.309684 0.0 0.0 -0.1
H -3.404407 4.507865 -0.372464 0.1 0.0 0.4
H -4.677276 3.367664 -0.807669 0.1 -0.3 0.3
H -3.434070 1.509054 0.667106 -0.2 0.0 -0.8
H -1.302082 3.502750 0.712340 -0.2 0.7 0.2
H -1.251353 1.888254 1.079965 -0.1 -0.4 0.4
C -0.978299 -3.930523 3.308347 0.0 -0.6 -0.8
C -0.646381 -3.657180 1.824566 0.3 1.9 1.6
C 0.800104 -3.840432 1.317967 -0.8 0.4 2.2
O 0.569261 -4.221515 0.015270 1.3 -0.5 -1.9
C -0.631855 -4.756823 -0.164545 -1.5 -0.8 0.8
O -0.979677 -5.435065 -1.087872 0.3 0.9 0.8
O -1.396542 -4.484565 0.970228 0.3 -0.8 -1.4
H -0.586771 -4.903771 3.604319 -0.1 -0.1 0.2
H -2.064922 -3.917655 3.392993 0.0 -0.2 0.0
H -0.636217 -3.178283 4.019133 0.4 0.1 -0.3
H -0.944373 -2.618095 1.684561 -0.1 0.1 -0.6
H 1.266620 -4.595963 1.950134 0.3 -0.6 -0.4
H 1.468039 -2.979738 1.352232 -0.4 0.3 -0.1
C 4.864336 -0.354413 1.024495 -0.1 1.2 -0.4
C 3.464409 0.235937 0.904756 -0.8 -1.6 1.0
C 2.659018 0.492655 2.228695 1.9 -4.0 -1.2
O 2.067999 1.667701 2.032183 -1.7 3.4 0.1
C 2.554837 2.309506 0.951406 0.1 1.9 -0.9
O 2.323580 3.470574 0.647130 0.2 -2.7 0.6
O 3.355833 1.465652 0.269102 0.5 2.3 -0.6
H 4.918581 -1.196975 1.713874 -0.3 -0.1 -0.3
H 5.580182 0.386978 1.379457 0.0 0.2 0.1
H 5.141106 -0.627237 0.006132 0.4 -0.3 0.3
H 2.860074 -0.407706 0.265533 0.0 -0.5 0.2
H 3.301543 0.435480 3.107329 0.0 0.3 0.1
H 1.938730 -0.325343 2.216009 -0.3 0.1 0.7
```
Forces are in eV/Å.

Calculated values
E (hartree): -3433.24088
Gap between HOMO and LUMO (eV): 10.1
ΔE to the lowest compared entry with this formula, charge and spin (kcal/mol): 0.00
Spin multiplicity: 1
Total charge: -1